(1)
Below is a molecular structure, C40H34Cl6F3IN3O7S2Si2W at a distorted geometry, with properties calculated with wB97M-V/def2-TZVPD.

## Properties
Orbital gap (alpha / beta) ... 7.36 / 7.80 eV
2S+1 ... 3
Energy relative to the best compared isomer or geometry (same formula, charge and spin) ... 47.2 kcal per mole
Charge ... -1
Electronic energy ... -7036.97281 Ha
Lowest unoccupied orbital energy (alpha / beta) ... 1.9479 / 1.8308 eV

Geometry as XYZ:
```
99
Properties=species:S:1:pos:R:3:lowdin_charge:R:1
S 3.11685 -0.47735 2.31512 0.768
F 1.62852 -0.32148 -3.99674 0.153
C 3.42405 1.74348 -1.43464 -0.107
H 4.62334 1.49936 3.52287 -0.002
C -6.93223 -3.03443 -3.75685 -0.139
O 4.37829 -0.03418 -0.13970 0.014
C -3.27294 -3.34137 -5.05300 -0.960
F 2.31070 -1.74039 -2.50950 0.108
C -6.17136 -0.82730 -4.36363 -0.103
C 3.60261 4.11202 -2.83024 -0.730
Cl 1.38892 -4.25324 -1.24527 0.249
H 1.30862 1.89419 -1.76962 0.109
H 5.72125 3.98108 -2.51900 0.087
H 2.60169 0.97501 7.94286 0.020
C 2.05965 3.64221 1.31173 -0.018
C 1.23034 -1.30135 -3.17147 -0.530
O 0.71691 1.19154 1.80206 -0.174
H 1.94727 2.18436 6.84906 0.034
H 3.46310 2.66933 4.12404 0.027
Si 3.50372 0.68946 5.60921 0.529
W 1.03987 -0.86620 0.93292 1.412
C -5.14241 -0.95667 -3.44740 -0.021
C 4.21723 1.94711 4.42376 -0.187
C -1.86882 -1.98615 0.47429 -0.149
Cl -8.34298 -1.76959 -5.67459 0.658
H 4.42201 -1.24709 6.86103 0.028
C 1.86564 5.88505 0.47826 -0.094
H 3.58809 2.33404 7.45612 0.026
Cl -5.80457 -4.57706 -1.89452 0.736
H -4.34373 -3.26064 0.06229 0.119
H -3.18559 -1.28394 -1.87218 0.160
C -1.95962 -0.24511 1.74376 -0.106
H 1.02880 -0.43963 6.77775 0.094
H -7.62576 -3.85215 -3.87420 0.104
H -1.61343 -4.27112 -2.95936 0.137
C 4.76120 3.51776 -2.35592 -0.151
C -4.97403 -2.10466 -2.67614 -0.190
C -7.05586 -1.88220 -4.51364 -0.668
C 2.06351 -0.29798 4.90908 -0.229
H -0.86676 4.05015 -0.32147 0.115
C -2.06339 -1.42639 -4.67593 -0.134
C 2.27481 2.34083 -1.94141 -0.005
H 5.66214 -0.01346 6.64466 0.025
Cl 0.12777 -4.42614 1.72662 0.144
O -0.41889 1.50811 -0.07521 0.017
N 0.86375 -1.28201 3.06359 -0.150
C -4.20720 -2.21955 -0.24195 -0.058
C 1.96152 -0.68125 3.56829 -0.703
Cl -3.97688 -4.89287 -4.84543 0.683
H -4.15193 0.01547 1.48069 0.116
I 3.73047 5.94335 -3.83391 0.817
H 0.04808 6.35052 -0.55709 0.098
H -1.51902 -2.82209 -0.09871 0.116
H -0.86840 -1.76784 5.88608 0.099
O -3.02979 -3.34814 -1.91758 -0.125
C 0.81096 3.34090 0.78218 -0.139
Si 1.57186 -3.29121 0.59752 -0.616
C 0.02496 -0.85246 -2.28539 -0.531
N -3.14520 -1.60329 0.50519 -0.042
F 0.81984 -2.32111 -3.95583 0.136
H -4.42702 -0.15711 -3.34277 0.127
H 5.54138 1.84901 -1.26280 0.118
H -1.57771 0.54893 2.36220 0.115
C 0.08534 4.31716 0.11097 -0.029
C -2.43349 -2.71083 -4.18676 -0.304
C 0.60790 5.59120 -0.03036 -0.087
C 0.30258 1.92994 0.83494 -0.620
C 3.37438 0.50312 -0.58122 -0.572
C 2.36252 3.53192 -2.64135 -0.139
H 3.57671 5.13548 1.52843 0.101
H 5.01159 2.48084 4.93781 0.029
C 4.66412 2.33029 -1.65983 -0.010
C -3.22687 -0.49524 1.31624 -0.017
C 1.01595 -0.69949 5.73155 -0.068
H -0.96026 -2.21668 3.43445 0.091
O 0.01520 -1.18572 -1.07429 -0.172
C -3.80262 -2.18347 -1.71886 -0.280
H 2.61225 2.86130 1.81602 0.103
C 2.84194 1.62407 7.10900 -0.184
C -2.63173 -1.13011 -5.87086 -0.388
H -1.38068 -0.78399 -4.14085 0.023
O -0.89122 -0.35003 -2.91225 0.057
H -1.18691 -2.60748 -2.48546 0.087
H -5.13119 -1.67548 -0.03802 0.141
O 2.16540 0.08136 -0.35545 -0.276
H -2.51246 -0.24190 -6.45687 0.060
S -3.64136 -2.39795 -6.43481 0.980
C -0.07462 -1.42791 5.23986 -0.055
C 4.83077 -0.52050 6.16242 -0.170
H 1.46992 4.00316 -3.01842 0.096
C -5.89723 -3.12431 -2.84181 -0.603
C 2.59177 4.91019 1.14621 -0.073
H 5.22026 -1.06773 5.30890 0.030
H -6.27324 0.06210 -4.96441 0.108
Cl 3.34669 -4.04949 1.38292 0.169
C -0.13650 -1.67924 3.88895 -0.130
H 2.28287 6.87319 0.34590 0.097
C -1.98542 -3.24784 -2.87122 -0.139
N -1.11646 -1.17701 1.18845 -0.091
```

---

(2)
Below is a molecular structure, C43H78BGeN8NaO3S3 at a distorted geometry, with properties calculated with wB97M-V/def2-TZVPD.

## Properties
Orbital gap (alpha / beta) ... 5.23 / 5.41 eV
2S+1 ... 2
Energy relative to the best compared isomer or geometry (same formula, charge and spin) ... 0.0 kcal per mole
Charge ... +1
Electronic energy ... -5807.60764 Ha
Lowest unoccupied orbital energy (alpha / beta) ... -3.8670 / -3.8745 eV

Geometry as XYZ:
```
138
Properties=species:S:1:pos:R:3:lowdin_charge:R:1
C 1.99036 3.65322 -4.24052 0.043
H 2.87641 0.65713 0.30222 0.026
H 6.35984 -3.02558 -4.00107 0.092
C 0.96805 2.03915 -2.83323 -0.506
C -3.13923 1.00011 -3.93703 -0.189
H -3.28441 -1.71318 -0.67971 0.050
C 4.46476 -3.55140 -5.94754 -0.035
N 1.03144 -1.51947 -3.65618 0.056
H 3.95361 -0.69623 0.70075 0.061
H -2.08679 2.17902 2.43162 0.083
H -1.02810 4.13901 2.27624 0.113
C -3.54527 -1.27963 0.28670 -0.043
H 0.09930 -1.14229 -8.30051 0.101
C 3.75125 -1.45095 1.46495 -0.023
N 1.79509 1.40569 -5.04267 0.184
H -3.08827 -0.25249 2.74690 0.077
H 1.34722 4.43133 1.99706 0.121
N -1.09873 2.04539 2.25120 0.032
H 1.21757 -5.96983 -2.85811 0.087
H 3.70868 -4.15375 1.71941 0.090
H 1.78269 4.12614 -1.08673 0.068
H 5.78644 -1.20846 -5.59681 0.092
C 2.64060 -2.41087 1.02441 -0.695
H 0.61454 -0.12456 -6.94683 0.064
C 2.95761 -2.61161 -4.21271 -0.218
C 2.85332 -2.78598 -0.43607 -0.030
H -1.19123 1.60557 -7.71542 0.090
N 3.04776 1.63975 0.10528 0.000
C 4.37854 -2.59358 -4.74951 -0.548
H 2.31151 4.66367 -4.44455 0.115
H -4.08630 2.58804 -2.85622 0.073
C 0.46367 -0.77047 4.66504 -0.697
H 4.22155 -4.57957 -5.67592 0.080
N 2.29619 -1.50512 -4.16720 0.183
H 4.05067 1.91613 1.96368 0.108
C -2.48751 -1.61422 -7.46898 -0.018
C 2.19382 2.62724 -5.21516 -0.212
H 2.13654 -3.55391 -0.72292 0.079
H -2.47821 -3.85301 0.48680 0.080
H 4.41083 4.17880 -5.49716 0.083
H 1.86906 1.61135 -7.87048 0.072
C 5.33089 -3.05865 -3.63961 -0.034
H -4.96809 2.05684 -4.30179 0.094
H -1.58978 0.49734 -9.03327 0.098
H -4.00648 -3.66467 1.36969 0.088
O -1.36070 -1.57586 1.17818 -0.384
H -2.49859 -3.91358 2.25518 0.059
C 0.94083 3.43322 1.80893 -0.206
H 0.13899 -5.05278 -1.77880 0.073
H 3.86387 -3.16780 -0.60606 0.089
S -1.80882 1.70092 -1.57987 0.780
C 2.73623 -3.68321 1.87560 -0.083
H -1.13168 -2.10290 5.28831 0.076
H -3.89166 0.55940 -5.86678 0.139
C -0.13699 0.48684 5.28864 -0.030
H 0.07047 0.53412 6.35912 0.092
H 5.12396 -4.08204 -3.32185 0.083
H 0.11954 -1.79743 -6.66138 0.093
H -4.95745 1.06253 -2.83631 0.110
H 3.53679 3.38185 1.14105 0.114
H -0.81256 1.32599 2.91882 0.030
H -1.22034 0.49439 5.14663 0.090
C -2.94014 -3.43084 1.38222 -0.059
H 3.89250 1.67970 -0.45334 0.082
S -1.17438 -2.63631 -2.58138 0.788
H -2.86212 1.06891 -7.95735 0.085
C 2.18304 4.17095 -7.17157 -0.039
C 3.23950 2.35563 1.37237 -0.256
H 1.12865 3.94872 -7.35094 0.087
H 2.24486 5.07494 -6.56587 0.078
H -3.53647 -1.32019 -7.39969 0.087
C 1.22569 4.40375 -1.98234 -0.038
B 0.39530 -0.16862 -3.87034 -0.646
C -1.54353 -0.45816 -7.10176 -0.526
C 1.13075 -3.87686 -3.26309 -0.275
H 3.47198 -0.94917 2.39125 0.070
H -3.35366 -0.20388 0.25270 0.055
H -2.32713 -2.47481 -6.81744 0.098
H 2.63779 -3.46122 2.94112 0.066
C -2.00923 0.86312 -3.07013 -0.527
C -3.18882 -1.34124 2.74707 -0.026
C 4.76699 -1.19345 -5.20738 -0.058
H 2.69685 -1.90895 -1.07176 0.083
H 0.74730 3.35473 0.73747 0.053
C 2.87883 1.80474 -7.50098 -0.052
C 4.35001 3.34781 -6.20168 -0.030
H 1.58762 5.36603 -2.33902 0.089
H 3.78640 -3.23791 -6.74409 0.091
H -4.23396 -1.59333 2.93830 0.092
H 0.42364 -2.91253 5.06815 0.062
H 0.15478 -1.89745 6.48762 0.089
N -0.90427 -0.24757 -4.77395 0.229
Na -0.12513 0.02612 1.26945 0.127
C -1.83092 -0.08190 -5.66959 -0.114
H -4.61146 -1.43883 0.46218 0.089
H -2.29232 -1.91977 -8.49718 0.099
C -0.05290 -1.99639 5.42090 -0.063
H 2.42266 -1.58702 4.27317 0.066
H -0.36989 -5.38804 -3.41277 0.084
H 4.68381 -1.99332 1.63399 0.093
H 4.88127 2.49597 -5.77231 0.089
C 1.39474 3.35724 -3.04157 -0.254
C 1.97162 2.38393 2.22041 -0.195
N -1.06794 0.04116 -3.46963 0.067
C 0.50226 -5.15096 -2.80150 -0.070
H 5.48016 -3.54684 -6.34679 0.092
H 4.86406 3.64509 -7.11716 0.092
H -2.58308 -1.73446 3.56462 0.062
H 2.27047 2.56348 3.25758 0.120
H 2.64969 4.38805 -8.13389 0.093
C -3.04947 0.46919 -5.19363 0.105
H 2.31178 -0.72304 5.81258 0.094
H 5.25500 -2.40881 -2.76525 0.085
C 1.98638 -0.71884 4.76997 -0.024
S 0.34060 1.53619 -1.31142 0.768
H 1.96170 -4.40290 1.60805 0.065
C -1.81710 0.75700 -7.99943 -0.021
H 0.17764 4.50572 -1.69534 0.086
H 1.48948 1.40265 2.22724 0.086
C -2.72515 -1.91581 1.40638 -0.704
C -0.38237 3.30601 2.55685 -0.244
O 1.38515 -1.74437 1.11656 -0.326
H 4.71345 -0.47184 -4.39084 0.085
H 3.24552 0.89614 -7.02980 0.059
N 1.14326 1.10400 -3.87127 0.047
H 3.51393 2.03993 -8.35626 0.094
C -0.08836 -0.90310 -7.25373 -0.025
C -4.35798 1.72545 -3.46536 -0.023
C 2.89423 2.97527 -6.52238 -0.545
Ge -0.01585 -2.43094 2.25836 1.070
H 0.28835 1.38259 4.82645 0.065
O 0.07405 -0.78283 3.29429 -0.368
H -0.19707 3.40017 3.63311 0.109
C 2.38102 -3.83872 -3.76220 0.048
C 0.38004 -2.63536 -3.19273 -0.632
H 4.09768 -0.85594 -5.99767 0.063
H 2.37274 0.18215 4.28762 0.072
H 2.96282 -4.74975 -3.81688 0.126
```

---

(3)
Below is a gas-phase ion, C7H11N4O3 (charge -1) at a distorted geometry, with properties calculated with wB97M-V/def2-TZVPD.

## Properties
Orbital gap (alpha / beta) ... 7.71 / 5.80 eV
Charge ... -1
Electronic energy ... -717.83680 Ha
Lowest unoccupied orbital energy (alpha / beta) ... 3.6776 / 3.3431 eV

Geometry as XYZ:
```
25
Properties=species:S:1:pos:R:3:lowdin_charge:R:1
C 0.85062 -0.12968 -1.77591 -0.320
H 1.52633 -1.88371 0.34410 0.096
H 1.87947 0.17932 -1.67904 0.106
C 0.52846 0.15202 0.71282 -0.295
H 0.43568 -0.51929 -3.79434 0.039
O -1.14295 2.32060 -1.77186 -0.153
N -0.74308 1.67436 -0.73900 -0.122
C 0.44236 0.38141 -3.25509 -0.027
H 2.66970 -0.51906 0.59194 0.099
O -2.37566 -0.57561 0.10491 0.076
H -1.16945 1.91429 0.22598 0.169
C -1.34850 -0.89022 -0.41841 -0.404
H -1.50408 -0.97088 2.55021 0.100
O 0.12674 0.27787 3.05222 -0.250
C -1.18728 -0.12370 3.28541 -0.178
C 1.62900 -0.88968 0.98153 -0.040
C 0.09683 0.62445 -0.60778 -0.229
H -1.80298 0.82601 3.12701 0.086
H -0.49451 0.85153 -3.06423 0.022
H 1.12790 1.22693 -3.50528 0.082
H 1.77541 -1.13031 2.02629 0.048
N 0.58489 -1.52538 -1.54490 -0.019
N -0.00297 0.81788 1.73642 -0.004
H -1.26675 -0.35900 4.42225 0.092
N -0.63517 -1.73016 -1.00525 0.028
```

---

(4)
Below is 8 unconnected molecules or ions with the total composition C14H34N4O18 at a distorted geometry, with properties calculated with wB97M-V/def2-TZVPD.

## Properties
Orbital gap ... 10.52 eV
Structure (SMILES) ... C[N+](=O)[O-].C[N+](=O)[O-].C[N+](=O)[O-].C[N+](=O)[O-].COC(=O)OC.COC(=O)OC.COC(=O)OC.CO
Electronic energy ... -2126.70711 Ha
Lowest unoccupied orbital energy ... 0.0252 eV

Geometry as XYZ:
```
70
Properties=species:S:1:pos:R:3:lowdin_charge:R:1
H -1.90726 -3.51792 6.00051 0.093
C 3.60957 4.68812 2.57264 -0.075
H 0.29388 1.89547 -0.84953 0.099
H -0.89427 4.89205 -5.17174 0.069
O 2.00453 0.40074 -7.80981 0.003
H -1.34851 2.78435 -0.65436 0.107
N -5.33941 -5.10576 1.11713 -0.445
H -0.82264 -2.15363 5.92276 0.098
H 3.38983 -1.07679 2.62126 0.094
C -3.97884 -5.25558 1.63467 0.033
C -0.26124 -5.29370 6.96589 -0.543
H 7.45075 6.94187 0.06976 0.086
H 2.32170 2.45837 -7.58849 0.092
C -0.85570 -3.24312 5.91802 -0.105
O 0.91848 -1.04991 -6.58678 -0.014
H 0.83353 -7.67747 6.90790 0.093
C -1.97265 6.11577 -6.22028 -0.171
H 3.32476 4.16583 1.65930 0.101
C -0.79340 1.85528 -0.78389 0.045
H -0.20947 -7.64741 8.37401 0.105
H -0.56675 -3.57103 4.91948 0.094
O 4.95160 5.06104 2.61373 -0.005
O 3.75828 -0.93116 0.21216 0.067
H -0.90961 -0.82011 -5.60243 0.092
H -1.11615 1.29040 -1.65844 0.091
H 0.35058 -1.40142 -4.54179 0.089
H -7.78579 -0.38031 -1.28938 0.094
O -1.84486 0.09096 0.22316 0.073
H 7.69110 5.23647 -0.13000 0.097
C 0.69086 -7.25396 7.90207 -0.032
H -3.47251 -4.61090 0.91626 0.098
O 4.88373 6.06446 0.52438 0.127
H 3.24806 4.05043 3.37933 0.091
H -3.56830 -6.26247 1.55895 0.107
O -5.48320 -4.95528 -0.10736 0.038
C 2.37517 1.65456 -8.32274 -0.063
O 6.84538 5.64182 1.67173 -0.034
H 1.67815 -7.47256 8.30897 0.097
O -0.50248 1.29691 1.43677 0.049
O 5.79157 -1.33556 0.47815 0.057
O -9.68009 -1.67636 0.94814 0.053
O 0.60776 -5.83124 7.81630 -0.004
C 1.06495 0.28547 -6.85189 -0.524
H 8.69991 6.33948 0.98355 0.092
O -6.25862 -5.11780 1.91642 0.069
H -1.36844 5.95203 -7.11259 0.075
H -3.95632 -4.85726 2.64904 0.101
C 5.46324 5.65516 1.50762 -0.522
N -1.05039 0.97077 0.39224 -0.464
H 4.53354 -2.42473 2.52424 0.100
H 3.02003 5.58131 2.77941 0.099
H -2.22385 7.17641 -6.21540 0.075
N 4.67129 -1.21323 0.92159 -0.476
H -0.20394 -2.51650 -5.69112 0.092
N -9.43164 -1.19535 -0.16095 -0.426
C 7.72177 6.03534 0.61093 -0.056
H 3.37648 1.58882 -8.74838 0.096
H -7.49272 -0.62120 0.49111 0.093
O -0.11756 -3.90747 6.86518 -0.017
H -8.41330 0.71608 -0.10563 0.095
O 0.51173 1.21259 -6.24759 0.085
H 1.76422 2.06612 -9.12614 0.093
O -10.09749 -1.35046 -1.17436 0.058
O -1.03511 -5.94507 6.30821 0.120
H 5.16359 -0.72681 2.90503 0.101
C 4.42253 -1.34740 2.40126 0.057
O -1.30315 5.74788 -5.02348 -0.119
C -0.02041 -1.44942 -5.56559 -0.039
H -2.94115 5.62287 -6.30494 0.071
C -8.20507 -0.33886 -0.28410 0.032
```

---

Q: Which of these has the lowest electronic energy?
A: C40H34Cl6F3IN3O7S2Si2W

---

Q: Among the records above, which one has the lowest electronic energy?
A: C40H34Cl6F3IN3O7S2Si2W

---

Q: The highest electronic energy belongs to which entry?
A: C7H11N4O3